A structure of composition C5H13CeClI2N2O2P in a non-equilibrium geometry. Source: the Open Molecules 2025 dataset; level of theory: the ωB97M-V functional and the def2-TZVPD basis.

ORCA input file:
```
! RIJCOSX wB97M-V def2-TZVPD def2/J DEFGRID3
* xyz 3 1
Ce 1.083 -0.005 0.787
I -1.331 -1.884 -0.113
I -1.352 1.852 -0.134
Cl 3.625 -0.002 0.185
P 0.489 0.004 -2.195
O -4.829 -0.019 1.243
O 0.848 -0.002 2.999
N 0.085 1.190 4.790
N 0.093 -1.188 4.790
C 1.237 1.430 -3.053
C -3.715 -0.016 1.009
C 1.249 -1.412 -3.048
C -1.225 -0.001 -2.948
C 0.327 0.001 4.165
H -1.761 0.890 -2.567
H 2.225 1.589 -2.607
H -0.502 -1.241 5.636
H 1.315 1.138 -4.112
H 1.327 -1.127 -4.106
H 0.342 2.067 4.345
H -0.505 1.246 5.622
H 2.236 -1.561 -2.599
H 0.351 -2.070 4.351
H -1.082 0.010 -4.047
H 0.620 -2.297 -2.903
H -1.750 -0.902 -2.579
H 0.599 2.310 -2.911
*
```

The LUMO energy (spin up / spin down) is -15.47 / -15.47 eV. The energy relative to the best compared isomer or geometry (same formula, charge and spin) comes out at 188.4 kJ/mol. For the molecular weight, the calculation gives 593.522 g/mol. The orbital gap (spin up / spin down) is 4.49 / 4.49 eV. The calculation puts the total energy at -2329.2645 a.u.